Entry 1:
17
Properties=species:S:1:pos:R:3:forces:R:3:mulliken_charge:R:1 method="wB97M-V/def2-TZVPD" lumo_energy_ev="-3.2 / -6.4" gap_ev="6.22 / 7.63" spin_multiplicity=3 relative_energy_kcal_mol=75.2 total_charge=+1
C -1.512 0.874 0.656 -5.97 7.27 -2.35 -0.30
C -0.851 -0.160 1.177 3.36 -3.82 -0.75 -0.60
C 0.427 0.938 -0.593 0.36 0.20 -0.26 0.09
C 1.085 -1.408 0.265 -1.43 -0.07 -2.15 -1.13
N -0.924 1.458 -0.453 2.34 -1.92 1.92 -0.06
N 0.523 -0.079 0.620 0.07 -0.76 1.60 0.00
S 1.860 2.122 -0.210 -2.47 -0.63 3.21 -0.17
S 0.404 0.147 -2.265 1.09 0.40 0.71 -0.06
H -2.504 1.252 0.957 0.90 -0.33 -0.07 0.47
H -1.178 -0.591 2.062 0.40 -1.15 1.54 0.44
H 0.228 -1.918 -0.273 1.77 0.31 0.00 0.50
H 2.076 -1.251 -0.150 -0.33 -0.04 -1.06 0.35
H 1.300 -2.012 1.075 -0.12 -0.76 2.39 0.38
H -1.269 1.860 -1.295 -0.89 0.41 -0.33 0.30
H 1.171 0.181 1.386 -0.01 1.15 -0.58 0.47
H 2.425 2.220 -1.304 1.35 -0.02 -3.51 0.16
H -0.495 -0.715 -1.805 -0.43 -0.23 -0.32 0.15


Entry 2:
15
Properties=species:S:1:pos:R:3:forces:R:3:mulliken_charge:R:1 method="wB97M-V/def2-TZVPD" lumo_energy_ev=-3.9 gap_ev=10.34 relative_energy_kcal_mol=53.3 total_charge=+1
C -1.181 -0.131 -0.575 -0.43 -0.49 0.87 0.00
C 1.171 0.698 -0.020 -3.46 -3.43 -2.85 -0.44
C 0.601 1.101 -1.402 1.34 2.12 -0.07 -0.41
N -0.272 -0.577 0.242 1.83 1.87 0.47 -0.26
N -0.806 0.780 -1.426 -0.15 1.04 -2.13 -0.13
Si -0.520 -1.210 1.975 1.83 1.09 -2.34 0.28
H -2.272 -0.348 -0.555 0.92 -0.51 0.06 0.35
H 2.011 0.055 -0.168 0.53 -0.19 0.50 0.29
H 1.163 1.346 0.796 -0.22 0.98 1.25 0.43
H 0.688 2.243 -1.625 0.12 -2.05 0.44 0.31
H 1.140 0.532 -2.189 -0.30 0.41 0.44 0.29
H -1.274 0.940 -2.329 -0.11 -0.06 1.02 0.29
H 0.788 -1.974 2.136 -1.09 0.20 0.33 0.01
H -1.742 -1.961 1.589 -0.04 0.15 1.04 -0.01
H -0.309 0.245 2.394 -0.78 -1.13 0.98 0.00


Entry 3:
21
Properties=species:S:1:pos:R:3:forces:R:3:mulliken_charge:R:1 method="wB97M-V/def2-TZVPD" lumo_energy_ev=-12.2 gap_ev=3.39 total_charge=+2
C 2.655 0.000 0.042 -0.52 -0.49 0.27 -0.81
C 1.124 -0.216 -0.031 0.61 0.71 0.21 -0.42
P 0.145 1.182 0.592 -0.43 -0.42 -1.66 0.39
C -0.394 2.281 -0.743 0.54 -0.02 0.45 -0.90
S -1.595 0.301 1.521 -2.65 -1.05 1.48 0.85
O -2.296 1.413 1.992 -0.66 2.17 -0.14 -0.49
O -1.085 -0.582 2.488 1.30 -1.35 -0.03 -0.44
N -2.450 -0.344 0.300 1.81 0.56 0.03 -0.19
S -2.154 -1.943 -0.029 -0.37 -0.28 -1.23 0.84
O -0.842 -2.032 -0.578 1.07 0.23 -0.66 -0.52
O -2.477 -2.770 1.042 -0.77 -0.87 1.72 -0.41
H 3.106 -0.879 0.502 0.25 -0.20 0.02 0.54
H 2.959 0.846 0.644 0.36 0.37 -0.16 0.51
H 3.077 0.098 -0.975 0.11 1.77 1.24 0.04
H 0.884 -1.032 0.636 -0.26 -0.27 0.15 0.43
H 0.778 -0.478 -1.043 -0.20 -0.04 -0.13 0.63
H 0.161 2.116 -1.655 0.08 -0.05 -0.23 0.38
H -1.459 2.116 -0.882 -0.27 -0.10 -0.03 0.37
H -0.282 3.310 -0.418 0.05 0.30 0.06 0.38
H -3.031 -2.166 -1.023 -0.15 0.44 -0.04 0.22
Lu 3.175 -1.221 -2.383 0.07 -1.43 -1.33 0.61


Entry 4:
9
Properties=species:S:1:pos:R:3:forces:R:3:mulliken_charge:R:1 method="wB97M-V/def2-TZVPD" lumo_energy_ev="-0.3 / -0.3" gap_ev="8.57 / 8.56" relative_energy_kcal_mol=46.0
C -1.074 0.010 1.133 -0.31 -0.87 2.93 -0.07
C -0.518 0.232 -1.576 -0.50 -0.45 0.15 -0.20
C -2.152 -0.646 0.786 -0.65 1.10 -5.12 -0.17
F -3.225 -1.057 1.421 0.46 0.04 0.40 -0.18
P -2.090 -0.232 -1.721 -0.50 -1.03 2.47 -0.02
P 0.143 0.667 0.035 -0.50 1.88 -0.30 -0.07
H -0.957 0.051 2.252 0.42 0.38 -1.01 0.32
H 0.094 0.301 -2.474 0.02 0.40 0.25 0.35
H 1.071 -0.282 0.144 1.56 -1.46 0.23 0.03


Entry 5:
110
Properties=species:S:1:pos:R:3:forces:R:3:mulliken_charge:R:1 method="wB97M-V/def2-TZVPD" lumo_energy_ev=-0.3 gap_ev=10.04 relative_energy_kcal_mol=137.8 smiles="O=S1(=O)OCCO1.O=S1(=O)OCCO1.O=S1(=O)OCCO1.O=S1(=O)OCCO1.O=S1(=O)OCCO1.O=S1(=O)OCCO1.O=S1(=O)OCCO1.O=S1(=O)OCCO1.O=S1(=O)OCCO1.O=S1(=O)OCCO1"
O -2.732 4.590 -0.996 0.24 -1.90 3.46 -0.53
S -2.852 4.078 0.385 -0.46 2.01 -0.53 1.08
O -4.220 3.981 0.912 3.33 -0.24 -0.44 -0.61
O -1.902 2.785 0.718 -1.54 0.07 -2.25 0.32
C -1.255 2.841 1.958 0.24 -0.35 0.98 0.97
C -1.227 4.307 2.361 1.65 0.79 1.05 -0.43
O -1.801 4.998 1.330 -3.35 0.98 -2.33 -0.48
H -1.840 2.214 2.632 0.26 0.05 0.24 0.21
H -0.243 2.454 1.837 -0.18 -0.12 -0.06 -0.83
H -0.267 4.823 2.385 0.84 -0.93 -0.05 0.22
H -1.558 4.577 3.364 -1.16 -0.46 -0.04 0.32
O -1.823 -6.177 0.501 0.78 0.96 -2.27 -0.47
S -1.607 -5.734 -0.873 -0.84 0.36 -0.45 0.98
O -2.748 -5.671 -1.776 1.93 -0.79 1.38 -0.56
O -0.908 -4.280 -1.040 -1.39 -0.41 1.14 -0.14
C 0.286 -4.257 -1.789 1.41 0.16 0.95 0.53
C 0.396 -5.658 -2.374 -0.01 -0.31 -0.17 -0.38
O -0.296 -6.530 -1.456 -2.02 0.62 0.28 -0.39
H 0.241 -3.461 -2.532 -0.30 -0.28 -0.17 -0.33
H 1.072 -3.983 -1.086 0.23 -0.22 -0.02 0.09
H 1.331 -6.217 -2.406 0.38 0.99 -0.44 0.30
H -0.081 -5.533 -3.346 -0.18 -1.03 -0.14 0.31
O -0.477 3.541 -2.557 2.60 0.97 2.13 -0.34
S 0.410 4.369 -1.739 0.27 1.81 0.44 1.01
O 0.000 5.771 -1.463 1.42 -3.66 -0.63 -0.56
O 1.022 3.690 -0.315 -2.60 -0.96 -1.06 -0.04
C 2.203 4.383 0.019 -0.51 1.46 1.18 -0.49
C 2.794 4.909 -1.296 0.52 0.10 1.16 0.24
O 1.983 4.281 -2.262 -1.34 0.58 -1.92 -0.36
H 1.819 5.166 0.672 0.62 0.51 0.01 0.26
H 2.891 3.791 0.623 -0.28 -0.59 -0.38 0.24
H 3.840 4.603 -1.315 -0.24 -0.30 -0.88 -0.28
H 2.784 5.997 -1.369 -0.34 -0.06 -0.11 0.27
O 1.792 -1.049 2.838 0.96 2.90 1.67 -0.49
S 1.858 0.372 3.211 -2.93 -0.04 1.31 0.90
O 2.198 1.323 2.180 0.06 -0.94 1.59 -0.39
O 0.363 0.803 3.791 -0.10 0.87 -3.16 -0.11
C 0.136 0.597 5.141 0.14 -1.50 0.67 -0.14
C 1.496 0.879 5.771 0.50 -0.87 0.58 -0.37
O 2.433 0.833 4.718 2.02 -0.56 -3.21 -0.40
H -0.640 1.225 5.578 0.04 0.28 -0.58 0.33
H -0.209 -0.436 5.165 0.15 -0.21 0.93 0.07
H 1.937 0.124 6.423 -0.95 -0.02 0.61 0.30
H 1.544 1.854 6.256 0.09 0.08 -0.27 0.24
O -0.651 -3.337 2.355 -1.04 -1.63 3.38 -0.15
S -1.105 -3.843 3.666 0.22 -1.37 -0.84 0.92
O -1.435 -2.871 4.698 0.07 -1.32 -1.44 -0.60
O -2.337 -5.001 3.475 0.74 2.99 -0.31 -0.40
C -1.983 -6.310 3.839 -0.07 -0.50 0.36 -0.26
C -0.772 -6.166 4.745 -1.21 0.16 1.03 -0.42
O -0.106 -4.959 4.378 0.50 0.99 -1.57 -0.35
H -2.803 -6.713 4.433 -0.08 0.00 -0.05 0.32
H -1.875 -6.941 2.957 0.39 0.27 -0.11 0.20
H -0.214 -7.099 4.820 0.86 0.57 -0.67 0.35
H -1.110 -5.974 5.763 -0.22 -0.10 0.12 0.30
O -2.812 -1.179 0.081 1.05 -0.62 0.07 -0.21
S -3.714 -0.719 1.061 -2.28 1.94 -0.71 0.96
O -4.600 0.352 0.647 1.01 -1.45 1.22 -0.73
O -4.598 -1.939 1.671 0.80 0.92 -1.48 -0.37
C -4.341 -2.118 3.025 -0.18 0.54 1.61 0.35
C -3.703 -0.803 3.551 0.47 -1.88 0.28 -0.33
O -2.932 -0.318 2.421 -1.04 -0.26 -0.01 -0.09
H -5.304 -2.279 3.510 0.10 -0.18 0.08 0.35
H -3.669 -2.952 3.230 -0.17 -0.08 -0.38 -0.42
H -2.983 -1.150 4.292 0.09 0.55 0.04 0.25
H -4.449 -0.166 4.027 0.23 0.69 -0.75 0.32
O 4.056 -0.328 0.339 -1.98 -0.79 -2.43 -0.53
S 3.116 -0.564 -0.769 -1.12 0.78 0.76 0.79
O 3.686 -0.890 -2.095 -1.66 0.51 2.87 -0.56
O 1.845 -1.591 -0.329 1.79 0.81 -0.56 -0.17
C 0.602 -0.903 -0.060 -0.78 0.22 -0.33 0.32
C 0.714 0.498 -0.691 -0.48 -0.69 1.01 1.63
O 2.101 0.769 -0.851 1.88 -1.08 -0.66 0.15
H -0.244 -1.433 -0.496 0.43 -0.38 -0.63 0.19
H 0.272 -0.894 0.979 1.11 0.05 0.32 -0.14
H 0.341 1.227 0.028 0.02 0.12 -0.32 -1.27
H 0.127 0.518 -1.610 0.55 0.34 -0.25 -0.39
O -6.214 0.105 -4.122 1.19 1.44 1.88 -0.57
S -5.602 1.000 -3.142 -2.36 -0.01 0.53 1.04
O -6.500 1.739 -2.206 2.97 -1.79 -2.68 -0.56
O -4.427 0.188 -2.316 -1.17 0.71 -0.57 -0.18
C -3.239 0.955 -2.380 0.97 0.81 -1.03 0.42
C -3.274 1.609 -3.751 2.72 0.41 -0.47 0.02
O -4.572 2.001 -3.944 -3.02 -0.17 0.64 -0.39
H -3.213 1.827 -1.727 -0.31 -0.47 0.80 -0.15
H -2.344 0.342 -2.270 -0.39 -0.25 0.26 -0.17
H -2.859 1.082 -4.611 -0.52 -0.95 0.06 0.25
H -2.652 2.503 -3.778 -0.08 0.27 0.53 0.18
O -1.358 -0.660 -6.064 1.02 -0.71 1.50 -0.56
S -0.651 -1.219 -4.937 1.62 -0.27 1.64 1.01
O -1.285 -2.087 -3.951 0.89 1.46 -2.14 -0.40
O 0.799 -1.893 -5.407 -0.88 0.68 0.73 -0.42
C 1.879 -0.908 -5.321 0.20 -0.38 -2.55 -0.39
C 1.397 0.307 -4.546 -0.24 -0.84 -0.12 0.48
O 0.141 -0.066 -4.029 -2.36 -1.10 -0.10 -0.11
H 2.863 -1.319 -5.097 -0.58 -0.66 1.29 0.30
H 2.105 -0.648 -6.355 -0.49 0.42 -0.26 0.30
H 1.182 1.131 -5.226 0.90 0.42 0.42 0.30
H 2.041 0.393 -3.672 0.00 1.01 -0.27 -0.42
O 8.031 4.792 -1.710 -2.28 -1.65 -0.02 -0.55
S 6.837 4.016 -1.992 -0.92 -0.66 -0.46 1.12
O 5.867 4.513 -2.973 1.61 -0.83 2.02 -0.52
O 7.231 2.479 -2.379 0.55 1.12 -0.57 -0.38
C 6.365 1.513 -1.831 -0.43 -1.70 0.16 -0.16
C 5.473 2.179 -0.840 -0.09 0.21 2.09 0.42
O 6.034 3.464 -0.607 0.78 2.44 -1.52 -0.49
H 5.765 0.932 -2.531 0.22 0.55 -0.71 0.30
H 6.902 0.743 -1.276 0.76 0.28 -0.28 0.31
H 5.615 1.731 0.143 -0.29 -0.32 -0.13 0.34
H 4.398 2.156 -1.021 0.05 0.55 -0.53 -0.44